Entry 1:
{"formula": "C6H6O3", "method": "ωB97M-V/def2-TZVPD", "smiles": "O[C@H]1COc2ccoc21", "lumo_ha": 0.029, "homo_energy_ev": -9.09, "de_lowest_kcal_mol": 108.7, "largest_force_ev_per_a": 6.529, "e_tot_ha": -457.7639, "species": ["C", "C", "C", "C", "C", "C", "H", "H", "H", "H", "H", "H", "O", "O", "O"], "coordinates": [[-1.03181, -0.59736, -0.43382], [-1.56172, 0.80617, -0.17495], [0.55312, 0.93155, -0.11330], [1.86431, 0.97741, 0.55602], [2.23429, -0.28463, 0.25654], [0.33740, -0.22836, -0.65549], [-1.49182, -2.15983, 0.67878], [-1.31715, -1.18917, -1.26120], [-2.35998, 0.50496, 0.56824], [-2.17657, 0.96329, -1.08999], [2.46228, 1.87797, 0.87980], [3.08393, -0.99249, 0.25185], [-1.47800, -1.14333, 0.97357], [-0.57505, 1.73796, 0.01226], [1.45679, -1.20413, -0.44832]], "lowdin_charge": [-0.215, -0.191, -0.219, 0.072, -0.125, -0.164, 0.142, 0.135, 0.150, 0.139, 0.139, 0.140, -0.103, 0.058, 0.042]}

Entry 2:
{"formula": "C18H40OP2PdSi", "method": "ωB97M-V/def2-TZVPD", "lumo_ha": [-0.282, -0.336], "homo_energy_ev": [-13.28, -13.22], "de_lowest_kcal_mol": 57.6, "largest_force_ev_per_a": 3.925, "e_tot_ha": -1884.2876, "charge": 2, "multiplicity": 5, "s_squared": 6.0198, "species": ["P", "P", "C", "C", "H", "H", "H", "H", "C", "H", "H", "H", "C", "H", "H", "H", "C", "H", "H", "H", "C", "H", "H", "H", "Pd", "C", "C", "C", "C", "C", "C", "C", "C", "C", "H", "H", "H", "H", "H", "H", "H", "H", "H", "H", "H", "H", "H", "H", "H", "C", "Si", "C", "C", "O", "H", "H", "H", "H", "H", "H", "H", "H", "H"], "coordinates": [[0.53311, -3.74007, -3.90746], [-0.23258, -5.58897, -0.89066], [0.68902, -5.53635, -3.54988], [-0.33135, -6.20416, -2.62534], [1.73127, -5.68350, -3.22155], [0.58397, -5.96058, -4.56337], [-1.36116, -6.05573, -2.97760], [-0.13055, -7.27595, -2.62193], [1.16382, -6.62671, -0.21893], [1.35934, -6.32011, 0.82566], [2.08812, -6.46035, -0.80753], [0.93597, -7.70931, -0.22613], [-1.74710, -6.26309, -0.17493], [-1.69949, -7.33224, -0.00223], [-2.58575, -6.04959, -0.83445], [-1.92675, -5.75640, 0.77526], [1.93631, -3.53861, -5.03453], [2.07014, -2.48004, -5.28779], [1.76957, -4.12562, -5.94632], [2.83929, -3.91345, -4.53140], [-1.02712, -3.58826, -4.81622], [-1.85229, -4.07194, -4.24555], [-0.90109, -4.13040, -5.78211], [-1.28706, -2.52967, -5.02656], [0.14265, 0.65575, -1.99707], [-1.08785, -3.00826, 1.08808], [0.24586, -2.75356, 1.10151], [1.36293, -3.16245, 0.13158], [1.80583, -2.70070, -1.28243], [0.89002, -2.60994, -2.55793], [-0.38286, -1.90835, -2.13439], [-1.28591, -2.77867, -1.38590], [-1.93901, -2.41054, -0.06089], [0.11778, 2.30736, -2.95631], [-1.58357, -3.36114, 1.95722], [0.67251, -2.08041, 1.86874], [1.30794, -4.27186, 0.14299], [2.25797, -2.85082, 0.69364], [2.07411, -1.62473, -1.27418], [2.75173, -3.26954, -1.50472], [1.49237, -1.87899, -3.16249], [-0.90324, -1.34005, -2.94585], [-0.68387, -3.71616, -1.17294], [-2.07982, -3.07476, -2.08571], [-2.12442, -1.32282, 0.02847], [-2.90675, -2.90381, -0.07810], [-0.79723, 2.75654, -2.48768], [-0.03086, 1.96819, -3.99983], [1.03858, 2.89329, -2.76403], [0.86380, 1.90905, 2.83371], [0.01451, 1.85013, 1.11904], [-1.67267, 2.37526, 1.85954], [0.69217, 3.43773, 0.31792], [0.08870, 0.55170, 0.17800], [0.56843, 2.85384, 3.29742], [1.95315, 1.91787, 2.76450], [0.56893, 1.11954, 3.52877], [-1.50170, 3.26287, 2.49103], [-2.38691, 2.65099, 1.07279], [-2.12724, 1.60400, 2.49866], [1.77152, 3.49671, 0.49440], [0.51291, 3.41089, -0.76219], [0.22439, 4.33168, 0.74865]], "lowdin_spin": [0.029, 0.002, 0.008, 0.000, 0.000, 0.002, 0.000, 0.000, 0.002, 0.000, 0.000, 0.001, 0.002, 0.000, 0.000, 0.001, 0.006, 0.000, 0.001, 0.000, 0.002, 0.000, 0.000, 0.001, 1.183, 0.390, 0.376, 0.048, 0.050, 0.078, 0.614, 0.099, 0.082, 0.421, 0.028, 0.023, 0.004, 0.001, 0.005, 0.003, 0.010, 0.045, 0.002, 0.024, 0.011, 0.009, 0.042, 0.065, 0.037, 0.014, 0.029, 0.000, 0.009, 0.235, 0.001, 0.000, 0.000, 0.000, 0.000, 0.000, 0.000, 0.002, 0.001]}

Entry 3:
{"formula": "C4H12O", "method": "ωB97M-V/def2-TZVPD", "smiles": "CCO.CC", "lumo_ha": 0.036, "homo_energy_ev": -10.14, "de_lowest_kcal_mol": 42.4, "largest_force_ev_per_a": 3.920, "e_tot_ha": -234.7650, "species": ["C", "C", "H", "H", "H", "H", "H", "H", "C", "C", "O", "H", "H", "H", "H", "H", "H"], "coordinates": [[-0.93609, -1.70644, 1.94094], [-0.53528, -1.91600, 0.48045], [-0.18946, -1.12930, 2.57620], [-1.88615, -0.96071, 1.98378], [-1.10148, -2.61741, 2.57705], [-1.06834, -2.73174, -0.00579], [0.42186, -2.18635, 0.35964], [-0.66868, -0.97364, -0.14989], [0.73844, 0.84973, -1.14025], [0.08258, 2.22413, -1.31140], [1.89751, 0.91038, -0.24553], [0.01908, 0.16853, -0.52081], [1.20126, 0.52370, -2.10988], [-1.00675, 2.11833, -1.46437], [2.39817, 1.78466, -0.36290], [0.38053, 2.72387, -2.17552], [0.25281, 2.91825, -0.43170]], "lowdin_charge": [-0.177, -0.173, 0.067, 0.103, 0.062, 0.070, 0.019, 0.046, -0.282, -0.102, -0.151, 0.083, 0.122, 0.075, 0.108, 0.034, 0.098]}